Computed, not measured: C48H49BrCl2GeN7O2RbS as an isolated structure, with ωB97M-V/def2-TZVPD.

ORCA input file:
```
! wB97M-V def2-TZVPD RIJCOSX def2/J DEFGRID3
* xyz -2 1
Rb 0.53 0.29 0.26
C -2.49 0.56 1.84
C -2.57 2.07 2.16
N -1.56 2.81 1.44
C -1.94 4.05 0.81
C -2.73 3.81 -0.50
S -1.82 2.78 -1.69
C -2.78 1.24 -1.82
C -3.27 0.62 -0.51
N -2.20 0.37 0.44
H -3.44 0.08 2.16
H -1.69 0.11 2.43
H -2.52 2.22 3.25
H -3.55 2.45 1.85
H -0.68 2.87 1.93
H -1.02 4.59 0.56
H -2.54 4.70 1.46
H -2.93 4.78 -0.97
H -3.70 3.35 -0.29
H -2.05 0.56 -2.31
H -3.63 1.40 -2.49
H -3.81 -0.30 -0.77
H -4.00 1.27 -0.03
H -1.76 -0.52 0.26
Cl 3.45 0.26 0.11
C 2.97 -1.42 -0.15
Cl 2.14 -2.06 1.31
H 3.85 -2.01 -0.33
H 2.27 -1.47 -1.00
C 1.77 3.38 -0.76
O 1.47 2.91 0.56
C 2.43 3.08 1.52
C 3.40 4.10 1.45
C 4.25 4.24 2.55
Br 5.51 5.69 2.51
C 4.26 3.40 3.62
C 3.37 2.27 3.63
C 2.39 2.23 2.60
O 1.32 1.34 2.69
C 3.54 1.23 4.57
N 4.14 1.30 5.77
C 4.20 0.02 6.24
C 4.73 -0.48 7.44
C 4.72 -1.86 7.66
C 4.19 -2.75 6.73
C 3.64 -2.27 5.53
C 3.63 -0.90 5.33
N 3.15 -0.11 4.29
H 1.77 4.48 -0.80
H 0.98 3.01 -1.41
H 2.74 3.01 -1.10
H 3.46 4.77 0.61
H 4.98 3.50 4.43
H 1.33 0.99 3.59
H 5.17 0.20 8.16
H 5.14 -2.25 8.58
H 4.22 -3.81 6.92
H 3.24 -2.95 4.78
H 3.01 -0.46 3.35
N -1.23 -6.40 3.44
C -0.95 -5.33 3.72
C -0.62 -3.95 4.09
C -0.20 -3.65 5.36
C 0.07 -2.33 5.67
C -0.10 -1.37 4.68
N -0.50 -1.66 3.45
C -0.75 -2.93 3.15
H -0.07 -4.43 6.09
H 0.44 -2.04 6.65
H 0.09 -0.33 4.90
H -1.04 -3.15 2.13
C -2.52 -4.08 -1.09
C -1.48 -3.15 -0.65
N -0.69 -2.35 -0.41
H -3.43 -3.92 -0.52
H -2.19 -5.11 -0.95
H -2.72 -3.91 -2.15
C -0.08 -0.54 -2.62
Ge 0.98 -1.60 -3.76
C 0.86 -3.58 -3.37
C 1.80 -4.33 -2.66
C 1.57 -5.65 -2.26
C 0.37 -6.27 -2.58
C -0.59 -5.56 -3.30
C -0.35 -4.24 -3.68
C 0.97 -1.69 -5.82
C 0.83 -2.84 -6.61
C 0.89 -2.78 -8.01
C 1.09 -1.57 -8.66
C 1.23 -0.41 -7.89
C 1.17 -0.48 -6.51
C 2.97 -1.20 -3.68
C 3.99 -2.08 -4.07
C 5.34 -1.74 -3.95
C 5.71 -0.50 -3.45
C 4.71 0.40 -3.07
C 3.37 0.04 -3.17
H 2.76 -3.87 -2.41
H 2.33 -6.19 -1.70
H 0.18 -7.29 -2.28
H -1.53 -6.04 -3.57
H -1.12 -3.69 -4.22
H 0.70 -3.80 -6.14
H 0.78 -3.70 -8.59
H 1.15 -1.53 -9.74
H 1.39 0.54 -8.38
H 1.27 0.44 -5.93
H 3.73 -3.04 -4.50
H 6.11 -2.45 -4.25
H 6.75 -0.23 -3.35
H 4.99 1.38 -2.68
H 2.59 0.72 -2.83
*
```

Summary:
HOMO energy (alpha / beta) (eV): 0.0 / 0.7
Total energy (Ha): -8385.6381

Here are the Mulliken charges for atoms 1 to 99, given in e: -0.35, 0.07, -1.20, 0.47, -0.83, -0.74, -0.15, 0.31, -1.36, 1.17, 0.30, -0.34, 0.45, 0.40, -0.14, 0.31, 0.34, 0.51, 0.30, -0.61, 0.54, 0.34, 0.47, -0.30, -0.12, -0.04, 0.00, 0.69, -0.53, -0.94, 0.78, 0.09, -0.83, -0.03, -0.29, -1.32, 0.50, 0.82, 0.30, 0.00, -0.95, 0.15, -0.74, -0.39, -0.75, -0.47, 0.47, 0.49, 0.25, 0.09, 0.37, 0.49, 0.53, -0.02, 0.42, 0.36, 0.39, 0.47, -0.27, -0.55, -0.01, 0.26, -0.37, -1.06, -0.30, 0.15, -0.27, 0.49, 0.42, 0.57, 0.47, -1.48, 0.36, 0.25, 0.42, 0.37, 0.28, -0.27, -0.22, -0.40, 0.16, -0.77, -0.44, -0.98, -0.08, -0.28, 0.05, -0.62, -0.37, -0.65, -0.33, -0.01, -0.08, -0.64, -0.55, -0.25, -0.69, 0.29, 0.39